Record 1
A cluster of 2 separate species, C4H7N3 in total in a non-equilibrium geometry. Source: the Open Molecules 2025 dataset; level of theory: ωB97M-V/def2-TZVPD.

Element x y z (Å)
C -1.798 0.185 -0.592
C -1.180 -0.680 0.436
N 0.525 0.611 0.810
C 1.300 0.088 -0.118
N 0.857 -0.922 -0.800
C 2.647 0.621 -0.337
N 3.733 0.982 -0.514
H -1.048 0.161 -1.384
H -1.939 1.200 -0.230
H -2.720 -0.230 -1.022
H -1.143 -1.737 0.160
H -1.254 -0.529 1.492
H 0.811 1.533 1.156
H 1.549 -1.371 -1.381

Force components x, y, z for each atom (eV/Å):
C 0.153 0.172 0.059
C 0.007 0.289 0.176
N 0.032 -0.490 -0.190
C -0.135 -0.342 -0.068
N 0.467 -0.108 -0.041
C 0.979 0.313 -0.199
N -1.107 -0.290 0.182
H -0.288 0.331 -0.238
H -0.141 -0.015 -0.126
H 0.140 -0.079 0.319
H 0.651 0.471 0.109
H -0.497 0.210 0.197
H -0.477 -0.407 -0.045
H 0.214 -0.056 -0.134

Energy: -320.7476 a.u.
F_max: 1.16 eV Å⁻¹
Frontier orbital gap: 0.3126 Ha
Molar mass: 97.12 g/mol
Total charge: 0
E_HOMO: -9.0 eV
ΔE to the lowest compared entry with this formula, charge and spin: 356.3 kJ/mol


Record 2
An isolated molecule of C22H23N5O3 in a non-equilibrium geometry. Source: the Open Molecules 2025 dataset; level of theory: ωB97M-V/def2-TZVPD.

Element x y z (Å)
C 1.819 -6.627 -0.774
O 2.254 -5.427 -0.185
C 1.317 -4.557 0.289
C -0.057 -4.758 0.240
C -0.913 -3.796 0.749
C -0.432 -2.625 1.315
C -1.380 -1.567 1.809
C -2.117 -0.907 0.636
C -1.173 -0.357 -0.360
N -1.383 -0.207 -1.624
N -0.266 0.340 -2.152
C 0.580 0.492 -1.185
C 1.963 1.022 -1.280
C 2.127 1.982 -2.468
C 1.342 3.248 -2.161
O 1.847 4.216 -1.624
N 0.034 3.176 -2.480
C -0.947 4.063 -1.872
C -1.556 3.406 -0.678
C -2.735 2.703 -0.546
N -2.859 2.167 0.681
C -1.762 2.510 1.336
C -1.360 2.194 2.641
C -0.153 2.649 3.090
C 0.665 3.433 2.250
C 0.268 3.741 0.985
N -0.922 3.278 0.530
O 0.063 0.079 -0.009
C 0.945 -2.438 1.369
C 1.810 -3.386 0.863
H 1.262 -7.246 -0.063
H 1.199 -6.441 -1.657
H 2.723 -7.153 -1.075
H -0.475 -5.654 -0.192
H -1.979 -3.968 0.703
H -2.122 -2.007 2.478
H -0.827 -0.805 2.360
H -2.748 -0.085 0.992
H -2.756 -1.621 0.116
H 2.214 1.525 -0.343
H 2.645 0.174 -1.397
H 1.765 1.506 -3.378
H 3.180 2.241 -2.575
H -0.320 2.295 -2.835
H -1.728 4.287 -2.601
H -0.425 4.984 -1.599
H -3.498 2.560 -1.285
H -2.021 1.599 3.250
H 0.184 2.414 4.088
H 1.614 3.796 2.608
H 0.870 4.330 0.309
H 1.344 -1.537 1.810
H 2.878 -3.243 0.902

Force components x, y, z for each atom (eV/Å):
C -0.074 -0.183 -0.092
O 0.041 0.290 0.149
C -0.005 0.145 0.066
C 0.184 -0.301 -0.166
C 0.109 0.207 0.119
C -0.081 -0.079 0.161
C -0.088 -0.080 -0.194
C 0.051 0.140 0.476
C -0.398 -0.025 -0.594
N -0.996 -0.606 0.605
N 1.263 0.379 -0.191
C -0.284 -0.087 -0.467
C 0.133 -0.084 0.111
C -0.016 0.116 0.226
C 0.066 -0.364 -0.537
O 0.306 0.321 0.299
N -0.241 0.174 -0.301
C 0.150 -0.026 0.169
C -0.555 0.117 -0.661
C 0.485 0.411 -0.023
N -0.212 -0.159 0.574
C -0.196 0.041 -0.367
C 0.394 0.080 0.343
C -0.368 -0.236 0.022
C 0.032 0.134 -0.305
C 0.730 0.231 0.424
N -0.510 -0.371 0.333
O 0.102 0.121 0.072
C 0.008 -0.158 -0.007
C 0.071 -0.200 -0.100
H 0.007 0.027 -0.035
H 0.010 -0.010 0.043
H -0.096 -0.005 0.001
H 0.003 -0.096 -0.046
H -0.135 -0.026 -0.016
H 0.027 0.081 0.059
H -0.046 -0.027 0.065
H 0.009 -0.147 -0.072
H 0.038 0.022 -0.016
H 0.048 -0.024 -0.038
H 0.008 0.061 0.076
H 0.038 -0.015 -0.039
H -0.102 0.025 -0.031
H 0.150 0.056 0.113
H 0.065 0.062 0.122
H -0.145 -0.037 -0.133
H -0.109 0.025 -0.268
H -0.081 -0.060 0.070
H -0.004 -0.035 0.104
H 0.087 0.078 -0.045
H -0.032 0.002 -0.102
H 0.025 0.085 0.033
H 0.135 0.011 0.012

Structure (SMILES): COc1ccc(CCc2nnc(CCC(=O)NCc3cnc4ccccn34)o2)cc1
Energy: -1351.6667 a.u.
F_max: 1.33 eV Å⁻¹
Frontier orbital gap: 0.3219 Ha
Molar mass: 405.46 g/mol
Total charge: 0
E_HOMO: -8.1 eV
ΔE to the lowest compared entry with this formula, charge and spin: 171.2 kJ/mol


Record 3
An isolated molecule of C9H17N3O2S in a non-equilibrium geometry. Source: the Open Molecules 2025 dataset; level of theory: ωB97M-V/def2-TZVPD.

Element x y z (Å)
C 0.493 1.067 1.127
C 2.696 -1.849 -0.061
C -1.049 1.019 -0.650
C -2.568 1.145 -0.658
C -0.239 1.891 -1.636
C 0.908 -2.849 -1.433
C 0.613 -2.535 1.064
C 1.067 2.708 3.253
C 1.222 -1.860 -0.269
N -0.557 1.506 0.656
N 0.749 -0.518 -0.514
N -0.619 -0.345 -0.854
O 3.324 -2.871 0.026
O 3.263 -0.643 -0.020
S 1.766 1.252 2.166
H -2.831 2.059 -0.908
H -2.968 0.631 0.319
H -3.087 0.613 -1.509
H -0.360 1.614 -2.737
H 0.791 1.841 -1.476
H -0.630 2.939 -1.749
H -0.087 -3.363 -1.273
H 1.573 -3.830 -1.399
H 0.935 -2.312 -2.347
H 1.258 -3.296 1.556
H -0.391 -2.945 0.756
H 0.463 -1.711 1.910
H 0.507 3.340 2.467
H 1.846 3.244 3.712
H 0.408 2.032 3.954
H -1.219 -1.057 -0.382
H 2.536 0.088 -0.066

Force components x, y, z for each atom (eV/Å):
C -1.554 -1.105 -2.435
C 0.757 0.270 -0.396
C 0.798 -0.365 -1.328
C 0.269 -6.182 0.864
C -2.905 0.988 -3.055
C -0.141 -2.766 1.479
C -0.736 1.724 0.968
C -2.596 -2.588 -1.842
C -1.906 -1.925 1.493
N 1.372 -0.160 1.982
N -1.496 2.049 -0.062
N 1.316 -1.526 1.256
O 0.277 0.339 0.212
O -0.792 1.583 0.280
S 0.180 1.141 1.242
H -1.380 4.848 0.121
H 0.498 1.647 -1.751
H 1.060 -0.181 0.711
H -0.086 -0.511 1.409
H 1.498 0.107 0.658
H 0.548 -0.706 1.034
H 0.616 1.161 -0.357
H -0.738 2.525 -0.174
H 0.123 0.082 -1.038
H -0.468 0.291 -0.890
H 0.980 0.226 0.785
H 0.173 -1.508 -1.873
H 0.631 -0.993 1.709
H 0.949 0.399 0.651
H 1.072 2.189 -1.142
H 0.382 0.858 -0.222
H 1.297 -1.913 -0.285

Energy: -1065.9023 a.u.
F_max: 6.25 eV Å⁻¹
Frontier orbital gap (spin up / spin down): 0.2810 / 0.2806 Ha
Molar mass: 231.32 g/mol
Total charge: 0
E_HOMO (spin up / spin down): -7.7 / -7.7 eV
ΔE to the lowest compared entry with this formula, charge and spin: 504.9 kJ/mol


Record 4
An isolated molecule of C3H4ClNS in a non-equilibrium geometry. Source: the Open Molecules 2025 dataset; level of theory: ωB97M-V/def2-TZVPD.

Element x y z (Å)
C -0.493 1.348 -0.211
C -0.099 0.033 -0.117
C 1.236 -0.602 0.202
N -1.430 -0.592 -0.007
S -2.154 0.906 -0.434
Cl 1.637 -0.667 1.953
H 0.005 2.244 -0.036
H 1.808 0.207 -0.297
H 1.131 -1.519 -0.456
H -1.640 -1.359 -0.598

Force components x, y, z for each atom (eV/Å):
C -0.100 -2.965 -0.562
C -1.468 0.602 1.859
C -1.990 1.328 -2.204
N 1.880 1.039 0.140
S -0.722 0.670 0.285
Cl -0.108 -0.492 -0.809
H 0.556 1.386 0.014
H 0.831 -1.140 0.490
H 1.305 0.380 1.552
H -0.186 -0.808 -0.765

Energy: -1029.7598 a.u.
F_max: 3.25 eV Å⁻¹
Frontier orbital gap: 0.3349 Ha
Molar mass: 121.59 g/mol
Total charge: 0
E_HOMO: -8.5 eV
ΔE to the lowest compared entry with this formula, charge and spin: 184.4 kJ/mol


Record 5
A structure of composition C24H30Cl2F6N2O9PPtS2 in a non-equilibrium geometry. Source: the Open Molecules 2025 dataset; level of theory: ωB97M-V/def2-TZVPD.

Element x y z (Å)
Pt 1.003 -0.062 -0.350
Cl 0.745 -3.921 -6.767
C 1.039 -2.842 -5.420
C 2.325 -2.387 -5.166
C 2.538 -1.534 -4.107
Cl 4.147 -0.944 -3.815
C 1.507 -1.101 -3.226
O 1.828 -0.316 -2.244
C 0.213 -1.596 -3.529
C -1.009 -1.227 -2.708
O -1.144 -2.000 -1.517
C -0.002 -2.438 -4.618
H 3.154 -2.700 -5.785
H -1.897 -1.450 -3.301
H -1.011 -2.771 -4.842
F -2.351 4.026 1.253
C -1.106 4.326 0.874
F -0.287 4.041 1.878
F -1.056 5.633 0.615
S -0.728 3.327 -0.674
O 0.214 2.310 -0.242
O -2.028 2.896 -1.087
N -0.136 4.364 -1.726
S 1.345 4.912 -1.457
O 1.739 4.845 -0.075
O 1.572 6.128 -2.175
C 2.461 3.741 -2.360
F 2.654 2.586 -1.735
F 3.648 4.338 -2.506
F 1.954 3.496 -3.574
C -2.268 -1.146 5.412
C -2.118 -0.648 3.992
C -3.233 -0.439 3.195
C -3.076 -0.051 1.862
C -4.277 0.166 0.970
C -1.803 0.124 1.350
C -0.644 -0.044 2.137
C -0.844 -0.440 3.470
N 0.628 0.125 1.586
C 1.805 0.593 2.362
C 2.724 1.356 1.390
C 2.594 -0.603 2.922
C 1.457 1.573 3.486
H -3.315 -1.150 5.716
H -1.709 -0.522 6.115
H -1.888 -2.168 5.507
H -4.230 -0.594 3.602
H -5.182 0.309 1.562
H -4.428 -0.699 0.317
H -4.127 1.038 0.334
H -1.694 0.418 0.312
H 0.004 -0.640 4.112
H 2.974 0.741 0.506
H 3.664 1.613 1.881
H 2.246 2.273 1.048
H 2.902 -1.258 2.100
H 1.990 -1.185 3.625
H 3.492 -0.255 3.446
H 0.794 2.350 3.109
H 2.381 2.050 3.832
H 0.984 1.101 4.342
C -1.120 0.989 -3.454
O -1.072 0.114 -2.328
P 0.180 -2.397 -0.654
O 0.525 -3.844 -1.211
C -0.490 -4.850 -1.272
O -0.626 -2.735 0.692
C 0.137 -3.225 1.808
H -1.901 0.669 -4.151
H -0.162 1.013 -3.975
H -1.356 1.978 -3.084
H -1.381 -4.561 -0.717
H -0.077 -5.763 -0.854
H -0.755 -5.021 -2.315
H -0.491 -3.122 2.686
H 1.048 -2.636 1.953
H 0.404 -4.275 1.660

Force components x, y, z for each atom (eV/Å):
Pt 0.049 -1.874 -0.576
Cl 0.031 0.061 0.067
C -0.018 -0.035 -0.024
C 0.035 0.007 0.042
C 0.087 0.074 -0.034
Cl -0.090 -0.069 -0.019
C 0.090 0.008 0.117
O -0.300 0.288 -0.170
C -0.052 0.073 0.130
C 0.211 0.261 0.018
O 0.295 -0.243 0.041
C -0.103 -0.014 0.022
H 0.006 0.038 -0.014
H -0.172 -0.235 -0.065
H 0.074 0.009 0.051
F 0.067 0.070 0.131
C -0.121 -0.133 -0.111
F 0.036 0.078 -0.030
F 0.010 -0.042 0.113
S 0.231 0.087 -0.086
O 0.035 -0.103 -0.106
O -0.001 0.066 -0.253
N 0.254 -0.314 0.415
S 0.014 0.109 0.129
O 0.039 -0.110 -0.057
O -0.345 0.000 -0.113
C -0.147 0.056 -0.114
F -0.064 -0.001 0.036
F 0.079 -0.070 -0.039
F 0.128 -0.066 0.035
C 0.039 0.061 -0.075
C 0.095 0.004 0.063
C -0.105 -0.028 -0.085
C 0.009 -0.075 0.020
C 0.177 -0.109 0.067
C 0.203 0.134 -0.114
C 0.567 0.038 -0.151
C -0.084 -0.111 0.131
N -0.684 0.137 0.467
C -0.108 -0.344 -0.152
C -0.213 -0.014 -0.051
C 0.053 0.085 0.067
C 0.035 0.064 -0.075
H 0.027 0.008 0.005
H -0.035 -0.035 -0.037
H -0.014 0.046 0.016
H 0.060 0.036 -0.019
H 0.000 0.009 -0.024
H -0.007 0.057 0.029
H -0.018 0.013 -0.017
H 0.027 0.051 -0.009
H -0.045 -0.011 -0.059
H 0.144 0.043 0.105
H 0.025 -0.045 -0.046
H 0.028 0.043 0.011
H 0.016 0.043 0.077
H 0.070 0.042 -0.062
H -0.067 -0.094 -0.040
H 0.001 -0.018 0.019
H -0.075 -0.050 -0.034
H -0.001 0.015 0.024
C 0.079 -0.121 0.071
O -0.056 0.090 -0.122
P -1.619 2.117 0.738
O 1.082 0.157 -0.044
C -0.237 -0.141 -0.180
O 0.309 -0.199 0.083
C 0.089 0.042 -0.117
H -0.040 -0.023 -0.030
H 0.069 -0.035 -0.023
H -0.046 -0.002 0.058
H 0.034 0.032 0.019
H 0.081 -0.039 0.047
H 0.042 0.069 -0.012
H -0.079 0.049 0.028
H -0.142 0.017 -0.052
H -0.048 0.020 -0.052

Energy: -4495.9368 a.u.
F_max: 2.77 eV Å⁻¹
Frontier orbital gap: 0.2166 Ha
Molar mass: 965.59 g/mol
Total charge: -1
E_HOMO: -4.5 eV
ΔE to the lowest compared entry with this formula, charge and spin: 193.5 kJ/mol


Record 6
An isolated molecule of C3H6N2O3 in a non-equilibrium geometry. Source: the Open Molecules 2025 dataset; level of theory: ωB97M-V/def2-TZVPD.

Element x y z (Å)
N -1.236 0.761 -1.078
C -0.033 0.262 -0.720
N 0.877 -0.342 -2.169
O 0.644 0.355 -3.125
O 1.622 -1.259 -1.989
C 0.006 -0.822 0.300
C 1.046 0.158 1.057
O 0.877 1.181 -0.030
H -1.174 1.002 -2.076
H -1.454 1.683 -0.507
H 0.472 -1.681 -0.190
H -0.905 -1.037 0.806
H 0.550 0.352 2.000
H 1.993 -0.226 1.205

Force components x, y, z for each atom (eV/Å):
N -1.701 3.310 -0.775
C 2.509 -0.343 0.962
N -2.492 2.034 2.770
O 0.724 -0.691 -0.734
O 0.316 -0.009 -0.826
C 3.040 0.562 -0.174
C -3.809 -0.888 -1.356
O -0.590 -2.177 0.519
H -0.394 0.242 0.289
H 0.700 -2.486 -1.643
H -0.147 -0.226 0.688
H -0.606 -0.062 0.223
H 0.311 1.102 0.150
H 2.140 -0.368 -0.093

Structure (SMILES): N[C@]1([N+](=O)[O-])CCO1
Energy: -452.9801 a.u.
F_max: 4.25 eV Å⁻¹
Frontier orbital gap: 0.3871 Ha
Molar mass: 118.09 g/mol
Total charge: 0
E_HOMO: -9.8 eV
ΔE to the lowest compared entry with this formula, charge and spin: 580.1 kJ/mol


Record 7
A structure of composition C4H6O2. Source: the Open Molecules 2025 dataset; level of theory: ωB97M-V/def2-TZVPD.

Element x y z (Å)
C 1.615 0.241 -0.617
O 1.213 -0.544 0.968
C 0.285 -0.038 -0.033
C -0.808 0.901 0.479
O -1.836 0.018 -0.033
C -0.854 -0.918 -0.548
H 1.961 -0.900 0.262
H 1.932 1.264 -0.338
H -0.835 1.892 -0.001
H -0.846 1.013 1.573
H -0.920 -1.906 -0.068
H -0.906 -1.023 -1.643

Force components x, y, z for each atom (eV/Å):
C -0.418 0.290 0.108
O 0.315 -0.076 -0.928
C 0.051 0.055 0.060
C 0.074 0.078 0.007
O 0.408 -0.014 0.000
C 0.088 -0.064 0.003
H -0.390 0.071 0.703
H -0.097 -0.325 0.022
H -0.021 -0.290 0.109
H -0.008 -0.071 -0.299
H -0.005 0.273 -0.102
H 0.004 0.072 0.318

Energy: -306.2863 a.u.
F_max: 0.98 eV Å⁻¹
Frontier orbital gap: 0.3639 Ha
Molar mass: 86.09 g/mol
Total charge: 0
E_HOMO: -9.5 eV
ΔE to the lowest compared entry with this formula, charge and spin: 577.5 kJ/mol


Record 8
A structure of composition C16H24B2F8K3O12 in a non-equilibrium geometry. Source: the Open Molecules 2025 dataset; level of theory: ωB97M-V/def2-TZVPD.

Element x y z (Å)
K -1.876 -1.735 2.915
K 1.640 -2.343 2.273
K 0.330 0.485 4.082
B -0.244 -3.409 3.630
F -0.436 -2.980 2.354
F -0.229 -2.345 4.394
F -1.347 -4.127 4.048
F 0.945 -4.012 3.822
B 0.363 -0.510 1.366
F -0.259 0.661 1.108
F -0.066 -0.996 2.631
F 0.122 -1.486 0.405
F 1.713 -0.203 1.437
C 1.611 1.889 -0.647
C 0.320 1.123 -0.734
C -0.942 1.738 -0.138
O -1.805 1.953 -1.190
C -1.227 1.514 -2.349
O -1.816 1.376 -3.377
O 0.022 1.010 -2.093
H 1.815 2.097 0.403
H 1.437 2.854 -1.123
H 2.359 1.279 -1.156
H 0.478 0.121 -0.335
H -0.685 2.739 0.208
H -1.388 1.148 0.663
C 2.015 -1.103 -0.894
C 3.091 -0.524 -1.935
C 4.343 -1.433 -2.070
O 4.322 -1.752 -3.383
C 3.211 -1.237 -3.999
O 2.975 -1.491 -5.174
O 2.505 -0.476 -3.182
H 1.172 -0.459 -1.145
H 2.352 -0.792 0.095
H 1.920 -2.178 -1.048
H 3.273 0.465 -1.515
H 4.285 -2.251 -1.352
H 5.273 -0.950 -1.772
C 0.178 -1.836 -3.102
C -0.650 -1.381 -1.842
C -2.087 -0.881 -2.062
O -2.847 -1.850 -1.463
C -2.167 -2.878 -0.911
O -2.643 -3.848 -0.387
O -0.846 -2.595 -0.967
H 0.920 -2.619 -2.939
H 0.948 -1.107 -3.354
H -0.507 -2.021 -3.929
H -0.030 -0.783 -1.174
H -2.315 -0.694 -3.111
H -2.080 0.101 -1.589
C -0.491 2.838 2.057
C -2.053 2.594 2.045
C -2.727 2.393 3.364
O -3.726 3.429 3.342
C -3.668 4.223 2.220
O -4.357 5.135 1.871
O -2.671 3.763 1.550
H 0.088 1.964 2.357
H -0.261 3.654 2.742
H -0.078 3.129 1.092
H -2.242 1.736 1.401
H -2.016 2.443 4.188
H -3.245 1.433 3.378

Force components x, y, z for each atom (eV/Å):
K -10.651 1.109 0.957
K 5.305 -2.796 -0.441
K 0.861 2.139 3.040
B -1.310 -5.097 1.661
F 1.148 -5.308 -3.704
F 0.829 4.672 4.122
F -0.334 -0.599 -0.456
F 1.462 -1.595 -0.261
B 0.181 -0.437 -1.592
F 4.445 -6.425 10.593
F 3.226 3.929 -2.340
F 0.599 1.375 5.149
F 0.237 1.531 2.542
C -0.996 0.760 0.695
C -0.237 1.287 -1.586
C -1.634 3.231 -5.010
O -0.387 0.640 -2.872
C -0.849 -0.266 -0.575
O 1.051 1.159 0.328
O -0.679 1.299 -1.671
H 0.612 -0.143 -0.025
H 0.361 -0.009 -0.248
H -0.595 1.467 0.658
H -0.496 2.485 -1.428
H -1.180 -1.452 -1.921
H -2.814 1.945 -4.364
C 3.817 0.928 -2.724
C -0.224 -1.459 3.884
C -0.261 1.689 2.382
O -0.373 -0.786 -1.984
C 1.007 -1.856 -4.614
O 0.134 0.987 3.302
O 1.223 1.068 -0.662
H 2.374 -2.117 -0.518
H 0.590 -0.961 -1.553
H -0.378 0.197 0.115
H 1.224 -0.619 -1.131
H -0.340 -0.674 -0.476
H 0.093 0.419 -0.404
C -0.622 0.894 0.630
C 1.283 -2.757 -0.901
C 2.608 0.383 -0.355
O -2.522 -1.139 0.787
C 1.165 0.024 0.066
O 0.076 0.964 -0.242
O -2.097 -0.968 -2.673
H -0.924 -0.950 0.384
H -1.896 0.405 -0.359
H 0.350 -0.292 -0.040
H -2.569 -1.260 -2.100
H -0.276 -0.569 0.135
H -1.609 -1.306 0.631
C -0.196 1.724 2.790
C 1.427 0.599 0.099
C -0.950 0.676 -0.249
O -0.814 -0.041 1.832
C -1.458 0.460 0.891
O 0.502 -1.197 1.228
O 3.038 -0.691 -3.400
H -0.305 0.934 0.076
H -0.198 0.093 0.334
H 0.521 0.721 2.184
H -1.083 1.060 0.619
H -0.347 0.533 0.490
H -0.145 -0.018 0.277

Energy: -4175.0679 a.u.
F_max: 13.16 eV Å⁻¹
Frontier orbital gap: 0.3029 Ha
Molar mass: 699.26 g/mol
Total charge: +1
E_HOMO: -12.7 eV